No. 1
{
  "formula": "C25H23CuNP2",
  "method": "ωB97M-V/def2-TZVPD",
  "elements": ["Cu", "C", "N", "P", "C", "C", "C", "C", "C", "C", "C", "C", "C", "C", "C", "C", "P", "C", "C", "C", "C", "C", "C", "C", "C", "C", "C", "C", "C", "H", "H", "H", "H", "H", "H", "H", "H", "H", "H", "H", "H", "H", "H", "H", "H", "H", "H", "H", "H", "H", "H", "H"],
  "positions_angstrom": [[0.0478, 0.5373, 0.0979], [3.1997, 0.6538, 2.1938], [2.2026, -0.2319, 1.5437], [0.5703, -0.1506, 2.1756], [0.3604, -1.7167, 3.0698], [1.4376, -2.5455, 3.3688], [1.2236, -3.7150, 4.0817], [-0.0582, -4.0561, 4.4919], [-1.1310, -3.2250, 4.2023], [-0.9248, -2.0548, 3.4891], [0.5745, 1.0581, 3.5319], [0.9317, 0.7048, 4.8327], [0.9756, 1.6744, 5.8209], [0.6544, 2.9914, 5.5201], [0.2763, 3.3433, 4.2334], [0.2313, 2.3774, 3.2409], [2.1893, -0.1345, -0.2269], [3.9709, -0.0113, -0.5675], [4.7899, -1.0684, -0.1661], [6.1573, -0.9798, -0.3509], [6.7053, 0.1520, -0.9463], [5.8914, 1.1945, -1.3568], [4.5181, 1.1176, -1.1642], [1.8741, -1.8117, -0.8798], [2.2803, -2.0081, -2.2042], [2.0085, -3.2018, -2.8484], [1.3247, -4.2101, -2.1819], [0.9071, -4.0165, -0.8757], [1.1667, -2.8157, -0.2287], [3.2137, 0.4575, 3.2617], [2.9877, 1.7170, 2.0411], [4.1877, 0.4434, 1.7979], [2.4295, -2.2711, 3.0331], [2.0595, -4.3617, 4.3134], [-0.2204, -4.9773, 5.0358], [-2.1272, -3.4918, 4.5291], [-1.7571, -1.3980, 3.2609], [1.1760, -0.3214, 5.0716], [1.2603, 1.3997, 6.8278], [0.6937, 3.7455, 6.2952], [0.0119, 4.3675, 4.0066], [-0.0736, 2.6390, 2.2331], [4.3483, -1.9442, 0.2930], [6.7960, -1.7932, -0.0335], [7.7761, 0.2152, -1.0892], [6.3239, 2.0702, -1.8218], [3.8728, 1.9312, -1.4724], [2.8259, -1.2281, -2.7230], [2.3377, -3.3503, -3.8683], [1.1162, -5.1464, -2.6823], [0.3785, -4.8012, -0.3501], [0.8365, -2.6748, 0.7877]],
  "forces_ev_per_a": [[-0.469, 0.245, -0.350], [0.081, -0.173, 0.071], [-0.210, 0.242, -0.091], [0.826, -0.187, 0.387], [-0.208, 0.076, -0.225], [-0.025, 0.111, -0.056], [0.008, -0.029, 0.017], [0.064, -0.048, 0.010], [-0.064, 0.026, 0.002], [0.065, 0.016, -0.023], [-0.122, -0.004, -0.296], [0.004, 0.043, -0.029], [0.010, -0.036, 0.003], [0.019, 0.008, 0.037], [-0.025, 0.090, -0.052], [0.063, -0.104, -0.003], [0.374, -0.558, 0.652], [-0.245, 0.297, -0.197], [-0.009, 0.039, -0.076], [-0.060, -0.037, 0.023], [0.057, 0.000, 0.000], [0.038, 0.052, -0.028], [-0.095, -0.037, 0.065], [-0.036, 0.098, -0.143], [-0.010, -0.005, 0.079], [0.016, 0.018, -0.022], [-0.032, -0.055, 0.011], [-0.034, -0.031, 0.032], [0.104, 0.145, 0.021], [-0.027, -0.014, 0.065], [-0.038, -0.033, 0.010], [0.011, -0.031, 0.061], [0.016, -0.049, -0.011], [-0.012, -0.007, 0.005], [-0.006, 0.019, 0.016], [0.002, 0.007, -0.014], [-0.039, -0.050, 0.010], [0.006, -0.023, 0.018], [-0.009, 0.012, 0.000], [-0.018, -0.006, -0.004], [-0.002, -0.010, -0.006], [-0.010, 0.074, 0.017], [0.039, -0.043, -0.007], [0.014, 0.009, -0.011], [-0.011, 0.008, -0.012], [-0.008, -0.007, -0.005], [0.032, 0.021, -0.010], [0.010, -0.032, -0.040], [-0.005, 0.008, 0.002], [0.014, 0.006, -0.002], [-0.010, 0.009, -0.017], [-0.034, -0.069, 0.120]],
  "lowdin_charge": [0.307, -0.133, -0.466, 0.947, -0.401, -0.102, -0.061, -0.062, -0.063, -0.089, -0.366, -0.077, -0.055, -0.057, -0.064, -0.102, 0.950, -0.400, -0.094, -0.055, -0.058, -0.063, -0.086, -0.377, -0.098, -0.062, -0.066, -0.062, -0.084, 0.080, 0.088, 0.068, 0.104, 0.112, 0.112, 0.112, 0.111, 0.108, 0.114, 0.114, 0.113, 0.089, 0.118, 0.113, 0.113, 0.112, 0.106, 0.109, 0.113, 0.112, 0.112, 0.067],
  "homo_ev": -11.561,
  "lumo_energy_ev": -3.400,
  "charge": 1
}

No. 2
{
  "formula": "C25H23F9N4SV",
  "method": "ωB97M-V/def2-TZVPD",
  "elements": ["V", "C", "C", "N", "C", "C", "C", "C", "N", "C", "C", "F", "C", "F", "C", "C", "F", "C", "F", "H", "H", "H", "H", "H", "H", "H", "H", "H", "H", "H", "H", "H", "H", "H", "F", "C", "C", "C", "F", "C", "F", "C", "F", "C", "F", "N", "C", "S", "N", "C", "C", "C", "C", "C", "C", "H", "H", "H", "H", "H", "H", "H", "H"],
  "positions_angstrom": [[0.3903, -0.3587, 0.0633], [1.8848, 0.8229, 2.9449], [2.0913, 1.6330, 1.6785], [2.2443, 0.8282, 0.4344], [3.5269, 0.0754, 0.4075], [3.4675, -1.2575, 1.1292], [2.1783, 1.7621, -0.7238], [0.7340, 2.2447, -0.9982], [-0.2103, 1.3290, -0.3541], [-1.4461, 1.7821, 0.1192], [-1.9212, 1.2092, 1.2920], [-1.1267, 0.2598, 1.8722], [-3.1129, 1.5871, 1.8699], [-3.5105, 0.9986, 2.9949], [-3.8750, 2.5829, 1.2806], [-3.4063, 3.1712, 0.1216], [-4.1167, 4.1243, -0.4752], [-2.2070, 2.7856, -0.4655], [-1.8136, 3.3516, -1.6092], [1.3790, 1.4363, 3.6891], [1.2561, -0.0598, 2.7894], [2.8207, 0.4804, 3.3797], [1.2370, 2.2915, 1.5167], [2.9768, 2.2734, 1.7716], [3.7676, -0.0983, -0.6408], [4.3184, 0.7116, 0.8194], [2.5768, -1.8337, 0.8513], [4.3281, -1.8635, 0.8448], [3.4708, -1.1690, 2.2113], [2.8222, 2.6309, -0.5515], [2.5724, 1.2334, -1.5903], [0.5751, 3.2542, -0.6120], [0.5665, 2.2799, -2.0773], [-4.8148, 2.8901, 1.7149], [-2.7436, -0.7747, -1.5434], [-2.3518, -1.8193, -0.7912], [-1.1662, -1.7799, -0.0915], [-0.8950, -2.8896, 0.6669], [0.2855, -2.8839, 1.3769], [-1.6847, -4.0210, 0.7483], [-1.3456, -5.0770, 1.4832], [-2.8687, -4.0206, 0.0202], [-3.6757, -5.0734, 0.0627], [-3.2110, -2.9117, -0.7449], [-4.3607, -2.9144, -1.4165], [1.3336, -3.6400, -1.6317], [0.7571, -2.6740, -2.3498], [1.2903, -1.0434, -2.1052], [-0.1600, -3.0308, -3.2378], [-1.0717, -2.2452, -4.0208], [-2.3620, -2.7504, -4.1097], [-3.3176, -2.0699, -4.8440], [-2.9792, -0.8924, -5.4939], [-1.6790, -0.4176, -5.4243], [-0.7087, -1.0919, -4.6966], [2.1296, -3.4040, -1.0654], [1.0728, -4.6107, -1.7112], [-0.3921, -4.0164, -3.2485], [-2.6301, -3.6620, -3.5880], [-4.3248, -2.4573, -4.9001], [-3.7225, -0.3560, -6.0665], [-1.4014, 0.4830, -5.9542], [0.3052, -0.7303, -4.6844]],
  "forces_ev_per_a": [[-0.300, 0.056, 0.040], [-0.046, -0.081, 0.134], [0.036, 0.048, -0.164], [-0.190, -0.017, -0.034], [-0.039, 0.161, -0.041], [0.019, -0.161, 0.037], [-0.098, 0.052, -0.052], [-0.117, 0.057, 0.133], [0.023, -0.226, -0.176], [0.516, 0.147, -0.090], [-0.177, 0.092, -0.001], [0.141, 0.043, -0.002], [0.042, 0.026, -0.115], [-0.018, -0.005, 0.026], [0.087, -0.065, 0.007], [0.112, -0.058, -0.075], [-0.032, 0.010, 0.021], [-0.297, -0.102, 0.178], [0.026, 0.010, -0.009], [0.039, 0.013, 0.026], [-0.029, 0.045, -0.050], [0.023, 0.019, -0.001], [0.006, -0.042, 0.037], [-0.052, 0.007, 0.043], [-0.016, -0.046, 0.032], [0.013, -0.057, -0.010], [-0.004, 0.045, -0.040], [0.031, 0.024, 0.024], [0.008, 0.003, 0.001], [0.062, -0.063, -0.010], [-0.048, 0.028, -0.001], [0.055, -0.024, 0.010], [0.014, 0.050, 0.039], [-0.016, 0.008, 0.008], [0.110, 0.024, 0.019], [-0.326, -0.108, -0.045], [0.121, 0.022, -0.023], [0.060, -0.293, 0.092], [0.021, 0.097, -0.060], [-0.094, 0.149, -0.121], [0.022, -0.017, 0.021], [0.075, 0.094, 0.011], [-0.012, -0.010, -0.003], [0.149, 0.045, 0.096], [-0.016, -0.008, -0.050], [0.039, 0.013, -0.037], [-0.101, 0.126, -0.014], [0.127, -0.060, -0.022], [0.066, -0.061, 0.096], [-0.050, -0.063, 0.119], [-0.082, 0.102, 0.011], [0.017, 0.000, 0.001], [0.014, -0.022, 0.002], [0.052, 0.045, -0.011], [-0.062, -0.080, -0.018], [-0.030, -0.018, 0.036], [0.001, 0.001, -0.009], [0.062, 0.004, -0.067], [0.016, -0.014, 0.011], [-0.020, -0.012, 0.001], [-0.011, 0.013, -0.007], [-0.016, 0.019, -0.014], [0.093, 0.012, 0.060]],
  "lowdin_charge": [0.814, -0.060, -0.212, -0.269, -0.225, -0.065, -0.182, -0.165, -0.125, -0.147, -0.130, 0.055, -0.202, 0.123, 0.101, -0.195, 0.124, -0.139, 0.121, 0.092, 0.068, 0.077, 0.116, 0.132, 0.099, 0.135, 0.040, 0.092, 0.068, 0.137, 0.077, 0.129, 0.126, 0.148, 0.093, -0.237, -0.115, -0.248, 0.029, -0.150, 0.131, -0.132, 0.143, -0.153, 0.127, 0.146, -0.723, 0.786, 0.108, -0.241, -0.036, -0.056, -0.063, -0.058, -0.041, 0.100, 0.133, 0.160, 0.118, 0.116, 0.112, 0.112, 0.085],
  "homo_ev": [-11.549, -11.633],
  "lumo_energy_ev": [-3.631, -2.864],
  "multiplicity": 3,
  "charge": 1
}

What is the formula in the second record?
C25H23F9N4SV